No. 1
Below is a structure of composition C17H18BrIInN2O6P2, with properties calculated with the ωB97M-V functional and the def2-TZVPD basis.

Each line ends with the Mulliken charge.
Geometry (Å):
I: 0.151259 -0.638630 3.046713  0.110
In: 0.217720 -0.200181 0.122787  1.230
Br: 1.037512 -2.574511 -2.108321  -0.026
P: -2.766723 -1.634475 0.341149  0.557
P: -2.614621 1.441509 -0.222416  0.731
O: -1.393383 -1.481018 -0.301990  -0.264
O: -3.403146 2.678891 -0.090901  -0.744
O: -1.195823 1.361913 0.338020  -0.614
O: -2.648650 0.927039 -1.763814  -0.503
O: -2.490251 -2.168026 1.823375  -0.438
O: -3.828943 -2.403410 -0.361654  -0.909
N: -4.874576 -0.051334 -0.156171  -0.071
N: 0.351177 0.097351 -2.232516  0.024
C: 0.279856 -1.014163 -4.348357  -0.707
C: 0.045519 1.253623 -2.846584  -0.459
C: -3.798150 0.414678 2.044492  -1.749
C: 3.152175 0.047979 -0.628997  -0.093
C: 2.805303 -0.196484 4.230983  -0.804
C: 4.200832 -0.008871 4.320890  -0.686
C: -0.147316 1.339773 -4.206735  -0.887
C: 4.934605 0.110209 3.182543  -0.842
C: 2.333882 -0.092108 0.463459  0.873
C: -0.041375 0.182259 -4.963326  -0.216
C: 2.907578 -0.094486 1.775846  -0.098
C: -3.537683 0.060315 0.579978  0.464
C: 2.211385 -0.238761 3.007747  0.615
C: 5.114418 0.197211 0.741083  -0.749
C: 4.553785 0.183083 -0.497031  -1.230
C: 4.318887 0.068684 1.905159  0.780
C: 0.481454 -1.000316 -2.981252  0.405
H: 6.010414 0.241742 3.232614  0.381
H: -0.376670 2.292080 -4.663069  0.481
H: 2.736099 0.068678 -1.624932  0.351
H: -4.431616 -0.330993 2.529382  0.478
H: 4.671759 0.028517 5.295737  0.393
H: -3.174187 -2.779731 2.133384  0.321
H: -4.935116 0.598888 -0.936391  0.337
H: -2.889848 1.677668 -2.329303  0.331
H: -0.201040 0.210381 -6.033796  0.431
H: -4.904368 -1.031582 -0.497944  0.380
H: -4.269695 1.395990 2.114589  0.519
H: -2.860185 0.458408 2.592361  0.248
H: 2.220234 -0.313995 5.134714  0.401
H: -0.042656 2.121095 -2.205566  0.644
H: 6.186278 0.310855 0.861423  0.380
H: 5.171491 0.283317 -1.381944  0.421
H: -5.653376 0.134441 0.470361  0.354
H: 0.385761 -1.933490 -4.905800  0.449

Atoms 1-3, force components in eV/Å:
-0.12 -0.12 0.14
0.26 0.17 -0.43
-0.05 -0.01 -0.03

Summary:
Highest occupied orbital energy = -10.98 eV
E_LUMO = -0.09968 Eh
Kohn-Sham gap = 8.27 eV
Calculated total energy = -4964.19593 hartree
Charge = +1

No. 2
Below is a structure of composition C17H18Cl2N2O4S, with properties calculated with the ωB97M-V functional and the def2-TZVPD basis.

Each line ends with the Mulliken charge.
Geometry (Å):
Cl: -1.870435 1.715871 -1.936085  -0.102
Cl: -4.021181 1.539843 0.652066  -0.145
S: -1.487753 0.905007 2.166302  -0.054
O: 1.022388 0.748669 -1.900848  -0.603
O: -3.439920 -1.690494 -0.246083  -0.442
O: 2.173585 1.091942 0.006064  -0.460
O: 3.926684 -1.664487 -1.265324  -0.698
N: -0.050930 0.842998 1.427004  -0.343
N: 2.634170 -1.400825 0.578798  -0.248
C: 0.120966 -2.320666 -0.928938  -0.518
C: 3.349622 -0.955170 -0.472897  0.129
C: -1.453643 1.356228 -0.326737  -0.074
C: 4.632042 2.708860 -0.143101  -1.481
C: 4.596916 1.204909 0.118660  0.449
C: 3.379339 0.583416 -0.577875  0.123
C: -0.141314 1.093679 0.139323  0.500
C: -1.208690 -2.033620 -1.180157  -0.362
C: 0.571337 -2.576981 0.358489  0.503
C: -0.343377 -2.543904 1.404150  -0.438
C: 1.065664 0.972619 -0.720151  0.385
C: 4.584458 0.916800 1.617595  -1.405
C: -2.117695 -1.994074 -0.128177  0.730
C: -1.672169 -2.263569 1.166807  -0.714
C: -3.968663 -1.468361 -1.533159  -0.756
C: -2.348726 1.295624 0.719897  0.435
C: 2.046919 -2.728949 0.621290  -1.366
H: 4.639334 -0.152140 1.806257  0.346
H: -2.389811 -2.239001 1.971928  0.480
H: 2.540174 -3.322691 -0.151184  0.495
H: 5.479202 0.738695 -0.331858  0.396
H: 4.665606 2.914946 -1.210352  0.382
H: -3.846170 -2.347545 -2.172793  0.369
H: 2.230215 -3.175664 1.602107  0.409
H: 0.822364 -2.330215 -1.750108  0.396
H: 3.745785 3.180093 0.275335  0.267
H: -1.517182 -1.830615 -2.192742  0.425
H: -5.030116 -1.276171 -1.384469  0.219
H: 3.396702 0.827352 -1.647333  0.652
H: 3.676239 1.310446 2.067316  0.227
H: -3.508168 -0.600403 -2.014150  0.239
H: 2.167100 -0.709126 1.151787  0.374
H: -0.012401 -2.736699 2.414050  0.354
H: 5.439866 1.392724 2.090595  0.484
H: 5.510700 3.150087 0.320272  0.443

Atoms 1-3, force components in eV/Å:
-0.17 0.10 -0.13
-0.16 0.06 0.01
-0.50 0.34 -0.76

Summary:
Highest occupied orbital energy = -8.51 eV
E_LUMO = -0.00831 Eh
Kohn-Sham gap = 8.28 eV
Calculated total energy = -2387.67830 hartree

No. 3
Below is a cluster of 2 separate species, C17H18Cl3F7O5S in total, with properties calculated with the ωB97M-V functional and the def2-TZVPD basis.

Each line ends with the Mulliken charge.
Geometry (Å):
Cl: -4.368397 -6.612196 1.818322  -0.127
Cl: -5.500076 -6.297137 -0.847046  -0.128
Cl: -7.000138 -5.409136 1.486458  -0.133
S: 2.519038 -2.004803 0.531748  1.260
F: -1.359091 -2.472040 2.350428  -0.187
F: -0.224803 -2.831066 -0.602862  -0.235
F: -1.329583 -4.945067 2.390342  -0.226
F: 1.463138 -3.199656 2.736341  -0.222
F: 0.154807 -5.116185 -0.033685  -0.271
F: 2.368546 -4.657738 1.079532  -0.241
F: -2.415251 -3.749220 0.634963  -0.274
O: 3.172800 -2.511561 -0.797047  -0.565
O: 2.813721 0.328365 -1.867831  -0.371
O: 0.571805 -0.172923 2.780816  -0.533
O: 1.218430 3.151694 -1.126554  -0.546
O: 3.690592 -1.713302 1.548596  -0.609
C: 0.815959 1.916822 -0.816606  -0.029
C: -1.206609 -3.704969 1.540633  0.607
C: -1.805058 2.826401 -2.559012  -1.162
C: 0.419250 -0.002575 1.463684  0.014
C: 1.532839 -3.414114 1.272676  0.570
C: -5.387157 -5.601783 0.778823  0.316
C: -2.883639 3.273513 -0.051012  -0.349
C: 4.669362 1.386336 -0.411038  -0.239
C: 4.270850 2.728621 0.469886  -0.665
C: 0.097382 -3.720913 0.543342  0.444
C: -0.754832 1.597058 -0.339366  0.273
C: -2.384583 4.830403 -0.199464  -0.845
C: -0.982042 0.636525 0.811410  -0.538
C: 3.888583 1.332701 -1.863945  -0.356
C: 1.812223 0.573418 -0.817484  0.220
C: -2.089117 2.222201 -1.058823  0.192
C: 1.580318 -0.397052 0.326672  0.343
H: -4.036291 3.108007 -0.187835  0.356
H: -2.843396 1.309355 -1.207945  0.354
H: -2.051207 0.335104 1.198903  0.387
H: 3.523831 2.430011 -2.134562  0.195
H: -4.925689 -4.614147 0.699633  0.079
H: 5.842198 1.424929 -0.603645  0.383
H: 3.863504 3.568907 -0.238202  0.140
H: 3.418951 2.399395 1.235363  0.130
H: -2.845255 2.904038 -3.116933  0.343
H: -1.278724 4.882377 -0.641914  0.162
H: -3.161332 5.394612 -0.879691  0.233
H: -1.130903 2.082997 -3.186124  0.351
H: 5.272730 3.044574 1.033839  0.337
H: -2.322781 5.296066 0.873770  0.317
H: 4.699173 0.972724 -2.657697  0.319
H: -2.582701 2.933517 1.051902  0.204
H: -1.255936 3.862975 -2.578849  0.212
H: 4.444560 0.393938 0.167090  0.108

Atoms 1-3, force components in eV/Å:
-0.11 0.17 -0.14
0.04 0.13 0.18
0.19 0.03 -0.08

Summary:
Highest occupied orbital energy = -10.29 eV
E_LUMO = -0.09466 Eh
Kohn-Sham gap = 7.71 eV
Calculated total energy = -3512.01373 hartree

No. 4
Below is an isolated molecule of C17H18ClNO, with properties calculated with the ωB97M-V functional and the def2-TZVPD basis.

Each line ends with the Mulliken charge.
Geometry (Å):
Cl: 1.336992 0.749339 2.581315  -0.152
O: 3.546958 2.932550 3.439858  -0.677
N: 1.677227 1.889133 0.213927  0.305
C: 3.845604 0.168223 4.052333  -0.446
C: 4.523420 -2.120579 4.457216  -0.494
C: 0.345531 2.495606 0.294846  -1.010
C: 4.718267 5.879395 -0.428862  -0.543
C: 3.877038 2.665616 2.287322  0.188
C: 3.657641 5.013936 1.597269  -0.579
C: 4.189590 3.751461 1.334012  0.588
C: 2.097805 1.706661 -1.160671  -0.976
C: 5.179656 -2.097191 3.222112  -0.466
C: 3.915377 6.061585 0.700322  -0.450
C: 4.324598 0.134502 2.741682  -0.044
C: 3.845833 1.244813 1.736997  0.399
C: 5.101153 -0.987068 2.358434  -0.403
C: 5.107812 3.573746 0.259029  -0.328
C: 2.294315 1.070615 1.186072  -0.613
C: 5.324537 4.636976 -0.623988  -0.580
C: 3.882403 -0.962847 4.878656  -0.641
H: 5.967078 4.474419 -1.476789  0.392
H: 3.459313 7.022532 0.904571  0.381
H: 1.979887 0.671602 -1.516579  0.298
H: 3.000406 5.136738 2.458009  0.427
H: 5.598969 2.608270 0.108520  0.403
H: 1.514901 2.354000 -1.834247  0.374
H: 3.391063 -0.904181 5.850122  0.365
H: 2.705962 0.167088 0.616309  0.446
H: 3.135657 1.994197 -1.266849  0.294
H: 5.763816 -2.963957 2.901403  0.342
H: 0.305673 3.304958 1.028139  0.314
H: -0.501988 1.809020 0.466219  0.292
H: 4.570925 -2.994196 5.100297  0.384
H: 4.915716 6.705752 -1.096308  0.407
H: 3.433895 1.091024 4.436072  0.456
H: 4.303425 1.091466 0.753416  0.623
H: 0.131223 2.992117 -0.676853  0.373
H: 5.649901 -0.971333 1.414285  0.349

Atoms 1-3, force components in eV/Å:
-1.36 -0.27 0.19
0.25 -0.18 -1.20
-0.51 1.35 -0.63

Summary:
Highest occupied orbital energy = -8.16 eV
E_LUMO = 0.01156 Eh
Kohn-Sham gap = 8.47 eV
Calculated total energy = -1248.71241 hartree

No. 5
Below is a structure of composition C17H18F2MnN3O4, with properties calculated with the ωB97M-V functional and the def2-TZVPD basis.

Each line ends with the Mulliken charge.
Geometry (Å):
Mn: -0.061751 -0.375738 0.111842  -0.269
F: -0.090234 -0.265526 5.579263  -0.359
F: -4.180670 -1.198616 3.452566  -0.359
O: -0.807071 1.333703 -1.589728  -0.177
O: 2.443005 -2.535539 -2.135810  -0.764
O: 3.889151 0.616571 1.111686  -0.805
O: 0.727391 -1.289984 -1.459852  -0.719
N: -1.952099 -1.033908 -0.276729  0.396
N: 1.866292 -0.349011 0.617582  -0.003
N: 0.685410 2.073257 0.707397  -0.270
C: -2.832719 -0.954086 3.328966  0.185
C: -3.647788 -1.859132 -1.753191  -0.965
C: -1.725621 2.410320 -1.586138  -0.416
C: -2.217651 -0.902301 2.059355  -0.233
C: -4.525673 -2.077706 -0.659203  -0.332
C: 2.657293 0.627917 1.046520  0.618
C: -0.800421 -0.457652 4.421921  0.253
C: 2.547269 -1.493195 0.044796  -0.584
C: -2.838248 2.065128 -0.607479  -0.865
C: -4.100395 -1.758023 0.597873  -1.043
C: 1.900074 1.890983 1.499834  -0.798
C: -0.816050 -0.533645 1.998221  0.199
C: -2.397154 -1.358842 -1.492083  -0.065
C: -0.149469 -0.347068 3.194292  -0.132
C: 1.871420 -1.824136 -1.324215  0.336
C: -2.816235 -1.219641 0.814092  1.002
C: -2.149945 -0.747583 4.504674  -0.853
H: -3.458750 2.933349 -0.402201  0.440
H: -1.223382 3.343568 -1.273450  0.282
H: 0.936646 2.426478 -0.213646  0.208
H: -0.250382 1.339886 -2.374710  0.208
H: -5.499380 -2.515797 -0.826592  0.428
H: 2.592790 2.741463 1.427841  0.350
H: -3.951440 -2.101759 -2.760761  0.403
H: 0.060781 2.744287 1.145686  0.187
H: -2.127569 2.564588 -2.597360  0.384
H: 2.447010 -2.376214 0.694650  0.201
H: -3.457240 1.270881 -1.015421  0.200
H: -4.744676 -1.930350 1.442162  0.480
H: 1.624615 1.768119 2.546532  0.291
H: -2.658857 -0.830493 5.450518  0.476
H: -1.695243 -1.214366 -2.306531  0.375
H: 3.615726 -1.279444 -0.098437  0.415
H: 0.907023 -0.127375 3.205656  0.626
H: -2.381402 1.701133 0.317093  0.069

Atoms 1-3, force components in eV/Å:
0.68 0.70 1.12
-0.46 -0.12 -0.49
0.41 -0.03 -0.07

Summary:
Highest occupied orbital energy (spin up / spin down) = -4.24 / -3.74 eV
E_LUMO (spin up / spin down) = 0.09729 / 0.09729 Eh
Kohn-Sham gap (spin up / spin down) = 6.89 / 6.39 eV
Calculated total energy = -2474.62941 hartree
Spin multiplicity = 2
Charge = -1

Q: Among the records above, which one has the highest calculated total energy?
A: C17H18ClNO

Q: Look up the calculated total energy of the fifth one.
A: -2474.62941 hartree

Q: Look up the calculated total energy of the first one.
A: -4964.19593 hartree

Q: Which formula does entry 1 have?
A: C17H18BrIInN2O6P2